1.
A 2-piece molecular cluster, C10H16 overall in a non-equilibrium geometry. Source: OMol25; level of theory: ωB97M-V/def2-TZVPD.

## Properties
**E_LUMO**: 0.937 eV
**Multiplicity**: 1
**Gap between HOMO and LUMO**: 9.6 eV
**SMILES string**: Cc1ccccc1.CCC

Each atom is followed by the atoms it is bonded to, with distances in Å.
CARTESIAN COORDINATES (ANGSTROEM)
1 C 0.107 2.570 1.566  C2 1.401, H8 1.220, H9 1.127, H10 1.074
2 C -0.373 2.205 0.302  C1 1.401, C3 1.417, C7 1.389
3 C -1.503 1.350 0.281  C2 1.417, C4 1.396, H11 1.086
4 C -2.014 0.967 -0.960  C3 1.396, C5 1.421, H12 1.016
5 C -1.358 1.367 -2.155  C4 1.421, C6 1.450, H13 1.122
6 C -0.401 2.455 -2.124  C5 1.450, C7 1.426, H14 1.065
7 C 0.155 2.773 -0.851  C2 1.389, C6 1.426, H15 1.055
8 H 1.185 3.139 1.619  C1 1.220
9 H 0.313 1.704 2.256  C1 1.127
10 H -0.505 3.080 2.286  C1 1.074
11 H -2.117 1.155 1.155  C3 1.086
12 H -2.682 0.206 -1.054  C4 1.016
13 H -1.614 0.788 -3.082  C5 1.122
14 H -0.070 3.041 -2.950  C6 1.065
15 H 0.942 3.426 -0.593  C7 1.055
16 C -0.307 -2.325 0.618  C17 1.663, H19 1.083, H20 1.140, H21 1.061
17 C 0.842 -3.510 0.415  C16 1.663, C18 1.583, H22 1.038, H23 1.125
18 C 2.131 -2.614 0.209  C17 1.583, H24 1.059, H25 1.074, H26 1.044
19 H -1.264 -2.639 1.017  C16 1.083
20 H -0.521 -1.672 -0.292  C16 1.140
21 H 0.154 -1.580 1.218  C16 1.061
22 H 0.901 -4.284 1.103  C17 1.038
23 H 0.698 -4.176 -0.481  C17 1.125
24 H 2.023 -1.745 0.805  C18 1.059
25 H 3.018 -3.137 0.515  C18 1.074
26 H 2.259 -2.545 -0.825  C18 1.044

=====

2.
A 2-piece molecular cluster, C10H16 overall in a non-equilibrium geometry. Source: OMol25; level of theory: ωB97M-V/def2-TZVPD.

## Properties
**E_LUMO**: 0.944 eV
**Multiplicity**: 1
**Gap between HOMO and LUMO**: 10.0 eV
**SMILES string**: Cc1ccccc1.CCC

Each atom is followed by the atoms it is bonded to, with distances in Å.
CARTESIAN COORDINATES (ANGSTROEM)
1 C -2.867 -0.035 -0.267  C2 1.491, H8 1.189, H9 1.094, H10 1.107
2 C -1.871 -0.012 -1.377  C1 1.491, C3 1.419, C7 1.306
3 C -1.420 1.300 -1.676  C2 1.419, C4 1.403, H11 1.065
4 C -0.457 1.474 -2.682  C3 1.403, C5 1.495, H12 1.097
5 C 0.156 0.224 -3.227  C4 1.495, C6 1.342, H13 1.095
6 C -0.398 -0.946 -2.873  C5 1.342, C7 1.398, H14 1.144
7 C -1.337 -1.105 -1.850  C2 1.306, C6 1.398, H15 1.117
8 H -2.198 0.029 0.714  C1 1.189
9 H -3.224 -1.068 -0.225  C1 1.094
10 H -3.753 0.562 -0.555  C1 1.107
11 H -1.876 2.063 -1.090  C3 1.065
12 H -0.226 2.439 -3.148  C4 1.097
13 H 1.010 0.289 -3.910  C5 1.095
14 H 0.062 -1.918 -3.263  C6 1.144
15 H -1.584 -2.145 -1.524  C7 1.117
16 C 0.923 -0.797 3.158  C17 1.612, H19 1.065, H20 1.129, H21 1.104
17 C 1.669 -0.360 1.798  C16 1.612, C18 1.565, H22 1.067, H23 1.140
18 C 2.799 0.673 2.118  C17 1.565, H24 1.060, H25 1.167, H26 1.077
19 H 0.241 -0.061 3.515  C16 1.065
20 H 1.724 -0.690 3.946  C16 1.129
21 H 0.435 -1.776 3.300  C16 1.104
22 H 2.040 -1.200 1.255  C17 1.067
23 H 1.081 0.276 1.057  C17 1.140
24 H 2.497 1.613 1.732  C18 1.060
25 H 2.809 0.855 3.270  C18 1.167
26 H 3.765 0.316 1.802  C18 1.077

=====

3.
A 2-piece molecular cluster, C10H16 overall in a non-equilibrium geometry. Source: OMol25; level of theory: ωB97M-V/def2-TZVPD.

## Properties
**E_LUMO**: 0.981 eV
**Multiplicity**: 1
**Gap between HOMO and LUMO**: 10.0 eV
**SMILES string**: Cc1ccccc1.CCC

Each atom is followed by the atoms it is bonded to, with distances in Å.
CARTESIAN COORDINATES (ANGSTROEM)
1 C 1.846 1.506 -1.796  C2 1.449, H8 1.117, H9 1.111, H10 1.131
2 C 1.687 0.394 -0.880  C1 1.449, C3 1.386, C7 1.416
3 C 1.923 -0.888 -1.353  C2 1.386, C4 1.392, H11 1.109
4 C 2.018 -1.982 -0.498  C3 1.392, C5 1.376, H12 1.073
5 C 1.585 -1.924 0.807  C4 1.376, C6 1.412, H13 1.104
6 C 1.389 -0.618 1.305  C5 1.412, C7 1.380, H14 1.077
7 C 1.548 0.508 0.524  C2 1.416, C6 1.380, H15 1.102
8 H 2.689 1.700 -2.501  C1 1.117
9 H 1.686 2.451 -1.236  C1 1.111
10 H 0.941 1.603 -2.468  C1 1.131
11 H 2.235 -1.046 -2.405  C3 1.109
12 H 2.270 -2.927 -0.939  C4 1.073
13 H 1.740 -2.843 1.399  C5 1.104
14 H 1.182 -0.593 2.362  C6 1.077
15 H 1.431 1.500 0.989  C7 1.102
16 C -2.504 -0.486 -0.426  C17 1.582, H19 1.080, H20 1.089, H21 1.092
17 C -2.610 0.848 0.418  C16 1.582, C18 1.523, H22 1.095, H23 1.066
18 C -1.989 0.653 1.794  C17 1.523, H24 1.045, H25 1.102, H26 1.136
19 H -2.892 -0.359 -1.426  C16 1.080
20 H -1.465 -0.803 -0.484  C16 1.089
21 H -3.160 -1.081 0.212  C16 1.092
22 H -3.657 1.151 0.525  C17 1.095
23 H -2.264 1.664 -0.175  C17 1.066
24 H -2.481 1.124 2.587  C18 1.045
25 H -0.916 0.899 1.754  C18 1.102
26 H -2.229 -0.451 1.911  C18 1.136

=====

4.
A 2-piece molecular cluster, C10H16 overall in a non-equilibrium geometry. Source: OMol25; level of theory: ωB97M-V/def2-TZVPD.

## Properties
**E_LUMO**: 1.052 eV
**Multiplicity**: 1
**Gap between HOMO and LUMO**: 10.1 eV
**SMILES string**: CCc1ccccc1.CC

Each atom is followed by the atoms it is bonded to, with distances in Å.
CARTESIAN COORDINATES (ANGSTROEM)
1 C 0.496 -2.096 1.025  C2 1.527, H9 1.079, H10 1.089, H11 1.094
2 C -0.962 -1.645 1.095  C1 1.527, C3 1.517, H12 1.090, H13 1.101
3 C -1.208 -0.150 1.018  C2 1.517, C4 1.390, C8 1.381
4 C -2.145 0.415 1.876  C3 1.390, C5 1.405, H14 1.084
5 C -2.485 1.778 1.862  C4 1.405, C6 1.393, H15 1.082
6 C -1.769 2.644 1.038  C5 1.393, C7 1.381, H16 1.083
7 C -0.677 2.128 0.368  C6 1.381, C8 1.403, H17 1.083
8 C -0.395 0.754 0.364  C3 1.381, C7 1.403, H18 1.086
9 H 1.020 -1.483 0.308  C1 1.079
10 H 0.494 -3.173 0.867  C1 1.089
11 H 0.959 -1.973 2.008  C1 1.094
12 H -1.646 -2.209 0.460  C2 1.090
13 H -1.300 -1.870 2.118  C2 1.101
14 H -2.607 -0.197 2.642  C4 1.084
15 H -3.429 2.045 2.317  C5 1.082
16 H -2.187 3.633 0.892  C6 1.083
17 H -0.131 2.842 -0.236  C7 1.083
18 H 0.423 0.540 -0.319  C8 1.086
19 C 2.496 0.422 -2.513  C20 1.508, H21 1.090, H22 1.102, H23 1.095
20 C 1.923 -0.970 -2.440  C19 1.508, H24 1.084, H25 1.090, H26 1.099
21 H 2.622 0.822 -3.519  C19 1.090
22 H 1.899 1.173 -1.971  C19 1.102
23 H 3.425 0.548 -1.948  C19 1.095
24 H 2.598 -1.630 -2.973  C20 1.084
25 H 1.650 -1.269 -1.428  C20 1.090
26 H 0.938 -1.078 -2.914  C20 1.099

=====

5.
One molecule with the formula C10H16 in a non-equilibrium geometry. Source: OMol25; level of theory: ωB97M-V/def2-TZVPD.

## Properties
**E_LUMO (spin up / spin down)**: 0.234 / 0.248 eV
**Multiplicity**: 1
**Gap between HOMO and LUMO (spin up / spin down)**: 7.5 / 7.6 eV

Each atom is followed by the atoms it is bonded to, with distances in Å.
CARTESIAN COORDINATES (ANGSTROEM)
1 C 1.681 -0.687 -0.332  C2 1.497, C3 1.527, C4 1.557, H6 1.095
2 C 1.641 -2.089 0.191  C1 1.497, H7 1.086, H8 1.204, H9 1.089
3 C 3.073 -0.066 -0.241  C1 1.527, H10 1.090, H11 1.092, H12 1.092
4 C 0.684 0.219 0.448  C1 1.557, C5 1.239, C17 1.879
5 C 0.780 1.252 1.124  C4 1.239, H13 1.060
6 H 1.338 -0.673 -1.371  C1 1.095
7 H 1.894 -2.844 -0.547  C2 1.086
8 H 0.489 -2.295 0.476  C2 1.204
9 H 2.178 -2.219 1.129  C2 1.089
10 H 3.430 -0.091 0.788  C3 1.090
11 H 3.041 0.977 -0.558  C3 1.092
12 H 3.781 -0.612 -0.869  C3 1.092
13 H 0.555 2.066 1.765  C5 1.060
14 C -2.042 0.440 -0.260  C15 1.533, C16 1.533, C17 1.501, H19 1.096
15 C -2.484 1.457 0.799  C14 1.533, H20 1.088, H21 1.090, H22 1.091
16 C -1.548 1.142 -1.530  C14 1.533, H23 1.091, H24 1.090, H25 1.088
17 C -1.036 -0.524 0.298  C4 1.879, C14 1.501, C18 1.255
18 C -1.009 -1.725 0.661  C17 1.255, H26 1.066
19 H -2.916 -0.166 -0.526  C14 1.096
20 H -1.665 2.128 1.050  C15 1.088
21 H -2.807 0.953 1.710  C15 1.090
22 H -3.311 2.058 0.419  C15 1.091
23 H -1.263 0.413 -2.290  C16 1.091
24 H -2.334 1.777 -1.937  C16 1.090
25 H -0.679 1.761 -1.314  C16 1.088
26 H -1.470 -2.652 0.916  C18 1.066

=====

6.
A 2-piece molecular cluster, C10H16 overall in a non-equilibrium geometry. Source: OMol25; level of theory: ωB97M-V/def2-TZVPD.

## Properties
**E_LUMO**: 1.008 eV
**Multiplicity**: 1
**Gap between HOMO and LUMO**: 10.1 eV
**SMILES string**: Cc1ccccc1.CCC

Each atom is followed by the atoms it is bonded to, with distances in Å.
CARTESIAN COORDINATES (ANGSTROEM)
1 C 2.148 -2.098 1.374  C2 1.519, H8 1.086, H9 1.095, H10 1.089
2 C 1.614 -1.153 0.312  C1 1.519, C3 1.398, C7 1.392
3 C 1.729 0.230 0.479  C2 1.398, C4 1.383, H11 1.087
4 C 1.556 1.078 -0.600  C3 1.383, C5 1.380, H12 1.088
5 C 1.091 0.575 -1.798  C4 1.380, C6 1.390, H13 1.083
6 C 0.997 -0.796 -2.011  C5 1.390, C7 1.385, H14 1.081
7 C 1.296 -1.639 -0.953  C2 1.392, C6 1.385, H15 1.089
8 H 3.150 -2.424 1.111  C1 1.086
9 H 1.471 -2.953 1.472  C1 1.095
10 H 2.073 -1.597 2.338  C1 1.089
11 H 2.063 0.598 1.445  C3 1.087
12 H 1.572 2.158 -0.472  C4 1.088
13 H 0.834 1.228 -2.623  C5 1.083
14 H 0.669 -1.111 -2.991  C6 1.081
15 H 1.205 -2.722 -1.027  C7 1.089
16 C -2.265 0.454 -0.833  C17 1.530, H19 1.095, H20 1.090, H21 1.090
17 C -2.046 1.551 0.210  C16 1.530, C18 1.538, H22 1.091, H23 1.095
18 C -2.066 1.027 1.656  C17 1.538, H24 1.093, H25 1.085, H26 1.095
19 H -2.970 -0.289 -0.444  C16 1.095
20 H -1.350 -0.074 -1.105  C16 1.090
21 H -2.602 0.885 -1.776  C16 1.090
22 H -1.076 2.028 0.056  C17 1.091
23 H -2.867 2.271 0.115  C17 1.095
24 H -2.882 0.318 1.819  C18 1.093
25 H -1.129 0.560 1.937  C18 1.085
26 H -2.216 1.894 2.309  C18 1.095

=====

Short version: energy relative to the best compared isomer or geometry (same formula, charge and spin) = 60.6 51.8 31.7 22.7 149.6 9.1 kcal/mol, in the order given.